Entry from the OMol25 dataset: a 10-piece molecular cluster, C44H97BIN2O15 overall at a distorted geometry (ωB97M-V with the def2-TZVPD basis set).

Computed properties:
highest occupied orbital energy: -10.73 eV
LUMO energy: -0.16158 hartree
E_tot: -3295.0495 Eh
HOMO-LUMO gap: 6.3 eV

```
! wB97M-V def2-TZVPD RIJCOSX def2/J DEFGRID3
* xyz 1 1
C 10.97617 -2.05530 1.09271
C 9.99119 -1.46794 0.41546
C 8.73564 -1.04839 1.16485
C 7.82931 -0.20886 0.33021
C 6.57640 -0.63542 -0.06222
O 6.10363 -1.89065 0.34392
C 5.67711 -1.82470 1.57983
N 5.45694 -1.74924 2.70542
C 5.73376 0.12993 -0.84372
C 4.34771 -0.36690 -1.20138
O 3.63806 -0.76789 -0.06452
C 2.95176 0.31689 0.57823
C 1.71983 0.80143 -0.15913
O 0.63052 0.00795 0.21363
C -0.53778 0.40437 -0.48488
C -1.73157 -0.37986 0.01546
O -1.97283 -0.22528 1.39098
C -2.57705 1.00783 1.73870
C -4.05953 1.05901 1.35565
C 6.21259 1.37045 -1.26372
I 5.07374 2.63713 -2.48576
C 7.45197 1.78087 -0.87170
N 8.21510 1.00687 -0.08380
B 9.57618 1.57648 0.33931
O 9.77251 1.72148 1.69194
O 10.47786 1.83669 -0.61892
C 11.09198 3.14441 -0.55481
H 11.09985 -1.79473 2.13886
H 11.66236 -2.77240 0.66138
H 10.09751 -1.25132 -0.64246
H 8.21125 -1.96220 1.41490
H 8.96466 -0.55581 2.11176
H 4.43938 -1.23294 -1.85876
H 3.83324 0.42540 -1.73728
H 3.65410 1.14121 0.74706
H 2.62749 -0.05432 1.54666
H 1.87030 0.79721 -1.24751
H 1.53595 1.84655 0.12940
H -0.67748 1.48519 -0.37124
H -0.44269 0.20563 -1.56049
H -2.59015 -0.08076 -0.59572
H -1.56406 -1.43614 -0.18821
H -2.05820 1.86668 1.30635
H -2.51282 1.06955 2.82288
H -4.50054 0.06578 1.41822
H -4.17073 1.39443 0.32409
H -4.59783 1.75646 1.99269
H 7.84413 2.73680 -1.18598
H 9.60197 2.63840 1.95755
H 11.89465 3.17379 -1.28185
H 10.36783 3.91472 -0.81448
H 11.52170 3.35454 0.42313
C 3.52686 7.47574 -3.73606
C 3.23611 7.41104 -2.24515
C 4.50789 7.21077 -1.43296
O 2.31346 6.35326 -1.97566
H 3.98072 6.53919 -4.07738
H 2.60415 7.61510 -4.29895
H 4.20711 8.29429 -3.97362
H 2.74349 8.33071 -1.93020
H 4.98939 6.26386 -1.70243
H 4.27964 7.16428 -0.36768
H 5.21956 8.02000 -1.60014
H 2.73400 5.53242 -2.25166
C -4.61115 -1.97289 4.54433
C -5.99297 -1.49320 4.13172
C -7.02652 -1.79422 5.20581
O -6.37703 -2.10379 2.89783
H -4.61189 -3.05727 4.69336
H -3.87869 -1.75497 3.76452
H -4.29133 -1.49214 5.46919
H -5.96372 -0.41865 3.94337
H -7.09872 -2.87285 5.37244
H -8.01305 -1.44662 4.89638
H -6.76449 -1.31249 6.14940
H -6.40955 -3.05715 3.04212
C -1.85262 -0.64483 -6.35164
C -1.41998 -0.51870 -4.89940
C -1.10401 -1.87811 -4.29180
O -2.44036 0.12764 -4.13761
H -2.75978 -1.25014 -6.42797
H -2.07836 0.33674 -6.76857
H -1.07537 -1.11139 -6.95877
H -0.54100 0.12575 -4.83715
H -1.98885 -2.51966 -4.30325
H -0.79778 -1.76871 -3.24990
H -0.30621 -2.38454 -4.83735
H -3.23006 -0.42324 -4.17923
C -2.50918 -0.77351 9.39763
C -3.89138 -0.31091 8.96293
C -4.93533 -0.59902 10.03062
O -4.25699 -0.94287 7.73520
H -2.50461 -1.85373 9.56697
H -1.77347 -0.56137 8.62131
H -2.19705 -0.27912 10.31844
H -3.86913 0.75924 8.75363
H -5.00181 -1.67415 10.21847
H -5.91951 -0.26324 9.70334
H -4.69131 -0.09978 10.96914
H -4.28512 -1.89404 7.89027
C -1.94021 4.08413 -2.55928
C -1.49770 4.87432 -3.78268
C -0.29134 4.23358 -4.44619
O -1.19563 6.22086 -3.41446
H -1.13774 4.05769 -1.81491
H -2.80399 4.55621 -2.09080
H -2.20349 3.05770 -2.82275
H -2.32075 4.93201 -4.49579
H 0.55428 4.21537 -3.74832
H 0.02170 4.81131 -5.31569
H -0.49955 3.21446 -4.76586
H -0.46468 6.20005 -2.78466
C 1.96963 1.10861 -8.36245
C 1.26096 2.35843 -7.86389
C 2.01804 3.61843 -8.25323
O 1.10169 2.30191 -6.44479
H 2.96761 1.03430 -7.91985
H 1.41605 0.21445 -8.07401
H 2.07452 1.11751 -9.44774
H 0.25247 2.39557 -8.27651
H 3.01733 3.61562 -7.80703
H 1.49896 4.50491 -7.88794
H 2.12486 3.69927 -9.33532
H 1.97828 2.26902 -6.04812
C -10.64656 -4.36662 2.14090
C -9.13989 -4.40190 1.94311
C -8.77303 -4.62816 0.48405
O -8.55634 -5.42566 2.75523
H -11.09346 -5.32042 1.84341
H -10.89591 -4.20575 3.18760
H -11.10668 -3.57264 1.55341
H -8.70491 -3.46123 2.28464
H -9.16328 -5.58955 0.13759
H -7.68948 -4.65206 0.36018
H -9.17842 -3.84072 -0.15271
H -8.92497 -6.26940 2.47238
C 11.77672 -7.29274 0.14288
C 11.20811 -5.89170 0.29459
C 9.77780 -5.81193 -0.21778
O 12.03075 -4.94844 -0.39902
H 11.79768 -7.58373 -0.91074
H 12.80095 -7.33148 0.51292
H 11.18083 -8.02353 0.69027
H 11.23627 -5.59829 1.34527
H 9.73948 -6.05872 -1.28216
H 9.38646 -4.79909 -0.10240
H 9.12527 -6.50115 0.31907
H 12.02755 -5.18470 -1.33314
C -14.05326 -0.60420 3.50409
C -13.40781 -1.59178 2.54408
C -14.25741 -1.79171 1.29804
O -13.19064 -2.84238 3.19569
H -15.02607 -0.97660 3.83648
H -13.43307 -0.47314 4.39101
H -14.19931 0.36923 3.03391
H -12.41940 -1.22839 2.25759
H -15.23600 -2.19947 1.56557
H -13.78187 -2.50216 0.62093
H -14.40962 -0.85167 0.76596
H -14.04888 -3.18963 3.46278
*
```